1.
ORCA calculation (ωB97M-V with the def2-TZVPD basis set) on a 11-piece molecular cluster, C9H38BF4N18O10 overall.

Cartesian coordinates (Å):
B (-0.22593, -0.51762, 0.03858)
F (-1.03052, 0.50989, 0.57959)
F (0.97673, 0.02591, -0.33891)
F (0.06090, -1.47677, 1.05234)
F (-0.85783, -1.22177, -1.00292)
O (0.81786, -1.66026, -3.05932)
H (0.77147, -2.61869, -3.07021)
H (0.47521, -1.41253, -2.17454)
C (4.48902, 0.47432, -2.26215)
O (4.91097, 1.60563, -2.51156)
N (3.26662, 0.04324, -2.66933)
N (5.21815, -0.52279, -1.67592)
H (2.88391, 0.75740, -3.27527)
H (2.73929, -0.70351, -2.25362)
H (4.76639, -1.33503, -1.28950)
H (6.13951, -0.20048, -1.42860)
C (3.50322, 0.81103, 2.16102)
O (4.46724, 1.10038, 2.84145)
N (3.37743, 0.90577, 0.77488)
N (2.39116, 0.12147, 2.61150)
H (4.03206, 1.49656, 0.28216)
H (3.05759, 0.12147, 0.24009)
H (1.62513, -0.00480, 1.98243)
H (2.36563, -0.17305, 3.57540)
C (0.10327, 2.25152, -3.64443)
O (0.03628, 3.32172, -4.25146)
N (-0.21490, 2.14418, -2.33055)
N (0.56936, 1.09793, -4.19984)
H (-0.04916, 1.33567, -1.77339)
H (-0.55134, 3.03844, -1.98806)
H (0.48621, 0.18870, -3.75805)
H (0.46227, 1.13649, -5.20270)
C (3.00307, -3.39869, 0.09081)
O (3.11353, -2.51882, -0.75946)
N (4.04822, -4.24637, 0.41421)
N (1.93891, -3.54450, 0.91849)
H (4.87307, -4.04102, -0.12616)
H (3.95371, -5.14714, 0.83873)
H (1.23182, -2.81881, 0.86448)
H (2.09013, -4.11018, 1.72888)
C (0.06155, 4.81610, -0.21287)
O (-0.93197, 4.72221, -0.94649)
N (0.45518, 3.78689, 0.57276)
N (0.78951, 5.93188, -0.10120)
H (0.07888, 2.87038, 0.37977)
H (1.25523, 3.71666, 1.17631)
H (1.51613, 6.09504, 0.57021)
H (0.64097, 6.71607, -0.71125)
C (-3.81841, -0.76140, 2.62838)
O (-3.78176, 0.30537, 3.25650)
N (-2.96457, -1.12024, 1.64833)
N (-4.68256, -1.75277, 3.00882)
H (-2.97034, -2.06351, 1.31472)
H (-2.29377, -0.43668, 1.30853)
H (-4.33955, -2.68713, 2.87260)
H (-5.28420, -1.57085, 3.78976)
C (-3.41962, -4.09694, -2.92595)
O (-4.50893, -3.94022, -2.38436)
N (-3.19127, -5.08240, -3.85315)
N (-2.32753, -3.33293, -2.69764)
H (-2.37290, -5.06153, -4.42951)
H (-3.86403, -5.80030, -4.03852)
H (-1.48785, -3.60762, -3.16618)
H (-2.25343, -2.67896, -1.93776)
C (-0.21562, 0.68394, 5.56414)
O (0.52092, -0.29279, 5.67108)
N (-0.85663, 1.18688, 6.65874)
N (-0.41303, 1.39311, 4.41475)
H (-1.55784, 1.89720, 6.66501)
H (-0.39060, 0.79030, 7.46117)
H (-0.18908, 0.80507, 3.62300)
H (-1.13946, 2.07521, 4.31131)
C (-4.00292, 2.10240, -1.22931)
O (-4.09180, 2.10857, -2.45860)
N (-2.98923, 2.62368, -0.50384)
N (-4.89611, 1.35744, -0.48019)
H (-3.01024, 2.33178, 0.45260)
H (-2.32436, 3.33276, -0.78901)
H (-5.42188, 0.61988, -0.91111)
H (-4.64260, 1.20254, 0.47933)

Results
- Gap between HOMO and LUMO: 8.65 eV
- Energy: -68812.0199 eV
- Charge: -1
- LUMO energy: 2.00 eV
- Strongest force on any atom: 2.613 eV Å⁻¹

---

2.
ORCA calculation (ωB97M-V with the def2-TZVPD basis set) on a 14-piece molecular cluster, C46H92O38S4 overall.

Cartesian coordinates (Å):
C (4.13708, 1.39940, -2.75810)
O (5.38747, 1.98916, -3.00854)
C (5.57708, 2.52478, -4.20799)
O (4.79663, 2.46873, -5.19774)
O (6.77316, 3.17646, -4.17495)
C (7.31612, 3.82240, -5.34881)
H (3.29618, 2.03471, -3.00573)
H (4.15272, 1.20686, -1.68846)
H (3.98040, 0.43731, -3.24839)
H (8.36620, 4.09736, -5.12155)
H (6.76748, 4.73147, -5.58734)
H (7.34973, 3.19617, -6.22897)
C (1.33048, -5.38583, 0.12542)
O (0.02998, -5.04843, 0.77412)
C (-0.92714, -5.80503, 0.33635)
O (-0.83665, -6.74452, -0.43940)
O (-2.09039, -5.41879, 0.87324)
C (-3.23125, -6.14094, 0.42096)
H (1.63369, -6.42035, 0.25698)
H (1.97489, -4.74501, 0.72581)
H (1.31365, -5.07708, -0.89065)
H (-3.26976, -6.13271, -0.66216)
H (-4.14257, -5.65450, 0.83704)
H (-3.18478, -7.13182, 0.85314)
C (-2.84012, 1.47272, 4.64156)
O (-4.02386, 2.32876, 4.69586)
C (-4.97499, 1.77104, 5.40848)
O (-4.97640, 0.72911, 5.99931)
O (-5.94382, 2.69614, 5.39294)
C (-7.18033, 2.22861, 5.84260)
H (-2.16576, 1.43839, 5.50321)
H (-2.15741, 1.74325, 3.80130)
H (-3.03861, 0.41345, 4.43196)
H (-7.23132, 2.21590, 6.94076)
H (-7.51427, 1.29026, 5.44203)
H (-7.90318, 2.99432, 5.61341)
C (-3.90200, 3.19702, -2.27788)
O (-3.12630, 4.40421, -2.15425)
C (-2.76098, 4.90235, -3.33158)
O (-2.91828, 4.29264, -4.39960)
O (-2.23275, 6.06541, -3.12436)
C (-1.67369, 6.85901, -4.20823)
H (-4.84554, 3.33668, -2.79341)
H (-4.18386, 2.89005, -1.26540)
H (-3.28573, 2.39404, -2.70059)
H (-0.60496, 6.66853, -4.37288)
H (-1.77442, 7.91209, -3.93258)
H (-2.21299, 6.64992, -5.11461)
C (-5.04059, -2.19003, 4.02108)
O (-4.87561, -2.81416, 2.76081)
C (-4.50041, -2.03020, 1.76905)
O (-4.27997, -0.83865, 1.79250)
O (-4.44581, -2.84803, 0.72224)
C (-4.05753, -2.44724, -0.60209)
H (-4.09219, -1.97254, 4.49174)
H (-5.48538, -2.93747, 4.70187)
H (-5.72428, -1.33318, 4.04341)
H (-4.24663, -1.37146, -0.64774)
H (-4.58137, -2.96778, -1.40074)
H (-3.03272, -2.61501, -0.80509)
C (-0.04911, 5.46931, -0.08831)
O (0.98733, 5.87762, 0.83675)
C (1.76558, 6.95685, 0.48843)
O (1.79371, 7.51462, -0.61124)
O (2.65046, 7.10043, 1.47174)
C (3.30654, 8.29784, 1.69458)
H (-0.54608, 4.67481, 0.43996)
H (0.27155, 5.05266, -1.08584)
H (-0.79957, 6.24154, -0.30880)
H (2.74355, 9.04419, 2.21871)
H (3.74695, 8.82369, 0.84693)
H (4.12546, 8.04192, 2.35306)
C (-2.09064, -2.03594, 7.26994)
O (-1.47178, -2.67751, 6.12497)
C (-1.14123, -1.87532, 5.10445)
O (-1.11098, -0.67404, 5.01661)
O (-0.78099, -2.76851, 4.18146)
C (-0.46796, -2.29920, 2.86086)
H (-1.58857, -1.11725, 7.50515)
H (-2.07010, -2.74653, 8.05543)
H (-3.15136, -1.74999, 7.03770)
H (-0.87494, -3.01491, 2.13882)
H (0.61323, -2.15669, 2.68925)
H (-0.97515, -1.35868, 2.64654)
C (2.58703, -3.86559, 4.79156)
O (3.74309, -4.14667, 3.97382)
C (4.10953, -3.30473, 3.03062)
O (5.23252, -3.32288, 2.61528)
O (3.10505, -2.53319, 2.58687)
C (3.38428, -1.72858, 1.40312)
H (2.75511, -4.59140, 5.58476)
H (1.61283, -3.91562, 4.24882)
H (2.61150, -2.83985, 5.19228)
H (3.71163, -2.37008, 0.57070)
H (4.19139, -0.96889, 1.54632)
H (2.40753, -1.30347, 1.17710)
C (5.50963, -6.49484, -1.33555)
O (5.30818, -5.14377, -1.79415)
C (4.09793, -4.79627, -2.15218)
O (3.07509, -5.48388, -2.17283)
O (4.16331, -3.49126, -2.44081)
C (2.92371, -2.82741, -2.77764)
H (6.50442, -6.52276, -0.93384)
H (5.42101, -7.26388, -2.13791)
H (4.86424, -6.82597, -0.54024)
H (2.20330, -2.83679, -1.96365)
H (2.49612, -3.28015, -3.65903)
H (3.14065, -1.77269, -2.96852)
C (1.21077, 0.88407, 3.33521)
O (0.41425, 2.03034, 2.80055)
C (0.61836, 3.20802, 3.36686)
O (1.57442, 3.53593, 4.06460)
O (-0.45017, 3.92473, 3.05970)
C (-0.64967, 5.22223, 3.60368)
H (0.79552, 0.01680, 2.86610)
H (1.10590, 0.81614, 4.44145)
H (2.27335, 1.02960, 3.04538)
H (-0.16425, 6.03481, 3.05411)
H (-0.36463, 5.25615, 4.64974)
H (-1.72198, 5.38642, 3.53182)
C (-1.30800, 1.98135, -0.13639)
C (0.22017, 2.04363, -0.27205)
C (0.61231, 1.01330, -1.29198)
S (-0.36160, -0.41511, -0.86379)
O (0.13508, -0.97563, 0.35244)
O (-0.47155, -1.29257, -2.02251)
C (-1.82453, 0.58253, -0.61176)
H (-1.75146, 2.66441, -0.87647)
H (-1.70146, 2.23646, 0.86183)
H (0.75404, 1.90054, 0.69345)
H (0.54843, 3.01903, -0.54282)
H (1.66207, 0.70078, -1.37406)
H (0.21681, 1.42176, -2.22641)
H (-2.49569, 0.16330, 0.15771)
H (-2.26470, 0.62110, -1.64396)
C (5.12759, 4.91562, 2.43865)
C (5.99883, 5.01579, 1.21845)
C (5.89044, 3.66142, 0.56283)
S (4.25594, 3.01847, 0.82873)
O (4.33915, 1.67249, 1.35264)
O (3.39040, 3.22946, -0.30209)
C (3.85420, 4.14801, 2.13914)
H (4.84112, 5.89095, 2.85742)
H (5.69000, 4.37146, 3.22391)
H (7.04601, 5.27331, 1.39204)
H (5.54910, 5.74292, 0.58082)
H (6.58332, 2.90594, 0.89219)
H (5.99219, 3.73850, -0.52769)
H (3.52161, 3.58258, 2.98407)
H (3.03785, 4.75755, 1.69296)
C (-3.60500, -0.62086, -6.43650)
C (-2.61540, -1.23526, -5.48481)
C (-3.32081, -1.58843, -4.21645)
S (-4.65983, -0.42711, -4.03066)
O (-4.33843, 0.51146, -2.95982)
O (-5.98911, -1.05286, -3.96704)
C (-4.44647, 0.33055, -5.58963)
H (-4.29286, -1.36195, -6.93508)
H (-3.04039, -0.01982, -7.10964)
H (-1.92714, -0.38092, -5.25172)
H (-2.07876, -2.13231, -5.91037)
H (-2.71807, -1.48285, -3.31139)
H (-3.68791, -2.59129, -4.21816)
H (-3.96070, 1.28702, -5.48080)
H (-5.39947, 0.52737, -6.06453)
C (0.02865, -6.11411, -3.42942)
C (-0.85898, -6.98220, -4.34401)
C (-2.25423, -6.65928, -3.88498)
S (-2.29802, -4.85506, -3.89699)
O (-3.35657, -4.48224, -2.97683)
O (-2.27369, -4.21789, -5.20853)
C (-0.61832, -4.70436, -3.09905)
H (1.07505, -5.90560, -3.75320)
H (0.07426, -6.65323, -2.49097)
H (-0.53976, -8.02941, -4.16871)
H (-0.72421, -6.68762, -5.38640)
H (-2.59913, -6.96983, -2.88701)
H (-3.06025, -7.02448, -4.50102)
H (-0.79525, -4.46041, -2.04213)
H (-0.16011, -3.84997, -3.57207)

Results
- Gap between HOMO and LUMO: 10.47 eV
- Energy: -170336.9655 eV
- Charge: 0
- LUMO energy: 0.34 eV
- Strongest force on any atom: 4.244 eV Å⁻¹

---

3.
ORCA calculation (ωB97M-V with the def2-TZVPD basis set) on C21H34BrN6OPtSSe as an isolated structure.

Cartesian coordinates (Å):
Pt (0.50233, 0.20045, -0.42268)
N (3.76558, 0.94665, 5.01248)
C (3.11006, 0.93571, 3.63927)
C (3.63315, -0.27321, 2.86958)
C (3.19522, -0.28499, 1.39373)
N (1.74805, -0.61844, 1.20900)
C (3.58728, 1.04560, 0.75257)
C (3.00927, 2.27498, 1.47538)
N (1.55052, 2.39309, 1.28507)
C (3.42142, 2.26055, 2.95272)
H (3.56606, 0.09279, 5.53874)
H (3.45515, 1.74126, 5.57717)
H (4.78278, 1.01730, 4.92297)
H (2.04127, 0.83638, 3.84076)
H (3.32088, -1.20244, 3.35523)
H (4.72783, -0.24578, 2.87517)
H (3.74993, -1.08522, 0.90531)
H (1.16829, -0.23175, 1.94734)
H (1.60547, -1.62392, 1.21481)
H (3.24244, 1.05311, -0.27712)
H (4.67772, 1.12122, 0.73610)
H (3.48132, 3.15170, 1.03243)
H (1.30878, 3.29027, 0.88366)
H (1.03481, 2.32858, 2.15542)
H (2.93590, 3.08783, 3.47767)
H (4.50283, 2.43502, 2.99354)
Br (1.31809, -2.68788, -1.38935)
C (2.14883, -1.32464, -2.38596)
C (3.00022, -1.64935, -3.42019)
C (3.53972, -0.61085, -4.16636)
C (3.21449, 0.69869, -3.84855)
C (2.37960, 0.93629, -2.77912)
N (1.84883, -0.05803, -2.04436)
H (3.22488, -2.68202, -3.64453)
H (4.21067, -0.82853, -4.98739)
H (3.59854, 1.52821, -4.42584)
H (2.11627, 1.94195, -2.48178)
C (-1.84930, -1.28787, -3.10456)
N (-2.84048, -0.40314, -2.50679)
C (-2.60950, 0.75275, -1.88248)
Se (-0.97675, 1.67292, -1.63605)
N (-3.78150, 1.24144, -1.45563)
C (-4.81547, 0.36463, -1.78763)
C (-6.18201, 0.39134, -1.53373)
C (-6.90922, -0.69072, -1.98716)
C (-6.30003, -1.75070, -2.67998)
C (-4.94246, -1.77137, -2.92982)
C (-4.21005, -0.69109, -2.45082)
H (-0.86191, -0.86054, -2.96778)
H (-2.05179, -1.39964, -4.16869)
H (-1.89681, -2.26598, -2.62779)
H (-3.88818, 2.15029, -1.03242)
H (-6.65287, 1.22136, -1.02274)
H (-7.97646, -0.72130, -1.81577)
H (-6.91369, -2.56657, -3.03685)
H (-4.48365, -2.57728, -3.48736)
C (-2.73354, -2.41574, 1.61342)
S (-2.42272, -0.81077, 0.91431)
C (-3.16529, 0.17553, 2.19642)
O (-0.90564, -0.59854, 1.07006)
H (-2.20556, -2.50655, 2.56247)
H (-2.39372, -3.17129, 0.90780)
H (-3.81144, -2.50498, 1.75798)
H (-4.24731, 0.04574, 2.14367)
H (-2.90715, 1.21607, 2.00825)
H (-2.78994, -0.14855, 3.16681)

Results
- Gap between HOMO and LUMO: 7.46 eV
- Energy: -182765.2220 eV
- Charge: +3
- LUMO energy: -8.10 eV
- Strongest force on any atom: 0.898 eV Å⁻¹